Molecular formula: C6H17NO
Method: DFT, wB97M-V/def2-TZVPD

Summary:
net charge = 0
lowest unoccupied orbital energy = 0.9 eV
SMILES string = CCCNC(C)C.O
molar mass = 119.21 g/mol
2S+1 = 1
total energy = -368.6724 hartree

Geometry as XYZ:
```
25
Properties=species:S:1:pos:R:3:forces:R:3
O 0.207 1.875 -2.829 1.0 3.4 -3.9
N -0.402 -0.243 0.754 2.9 -0.7 -1.9
C 1.294 1.473 0.064 -0.8 0.7 -0.8
C -0.274 -1.651 0.020 1.5 0.6 3.7
C -0.140 0.944 -0.076 -1.7 1.8 -0.3
C -1.509 -1.838 -0.785 1.0 -3.3 -4.1
C 1.292 2.392 1.343 3.6 0.2 -1.7
C -0.303 -2.653 1.225 -0.8 -2.5 1.1
H -0.399 1.331 -2.447 -1.6 -2.3 1.8
H 0.830 -1.849 -0.384 -2.7 1.1 0.0
H -1.361 -2.946 1.551 1.0 1.2 -0.3
H -1.229 -0.199 1.262 -1.7 -0.1 0.8
H 0.314 2.765 1.386 -1.3 0.5 0.7
H 1.603 1.796 2.236 -0.2 1.0 -0.6
H -2.350 -1.327 -0.400 -0.7 0.6 0.3
H -0.758 2.018 0.091 0.7 -3.3 0.2
H 0.247 -2.278 2.133 -0.4 -0.4 -1.1
H -0.483 0.731 -1.099 0.6 -0.4 0.6
H 1.959 3.346 1.053 -1.1 -2.2 1.3
H 1.468 2.136 -0.825 0.0 -0.5 1.0
H 1.987 0.629 -0.026 0.2 0.3 0.6
H -1.279 -1.576 -1.880 -0.8 0.1 1.4
H -1.801 -2.986 -0.901 0.6 2.2 0.5
H -0.003 -3.789 1.047 0.2 2.5 -0.3
H 1.088 1.898 -2.514 0.6 -0.7 0.8
```
Forces are in eV/Å.